The following is a quantum chemistry calculation of a single C20H23ClN4OS2 molecule at a distorted geometry, from the Open Molecules 2025 dataset.

As for the structure (SMILES): CCCCCC(=O)Nc1nc(C)c(-c2csc(Nc3cc(Cl)ccc3C)n2)s1. For the orbital gap, the calculation gives 8.0 eV. As for the calculated total energy: -2326.8064 a.u. The relative energy (zero: lowest compared OMol25 entry of this formula, charge and spin) comes out at 2.5 kcal per mole.

Each line ends with the natural charge from an NBO analysis.
CARTESIAN COORDINATES (ANGSTROEM)
C: -2.19447 5.08186 2.11976  -0.610
C: -1.51933 5.43310 3.44113  -0.408
C: -0.00597 5.21107 3.42812  -0.393
C: 0.44337 3.76831 3.19411  -0.396
C: 0.20724 2.83218 4.38878  -0.518
C: -1.23610 2.47503 4.61730  0.702
O: -1.86922 2.82161 5.58891  -0.585
N: -1.88050 1.71665 3.66151  -0.636
C: -1.47888 1.00279 2.56858  0.267
N: -2.35044 0.45901 1.78928  -0.489
C: -1.79480 -0.25960 0.78227  0.208
C: -0.42227 -0.28039 0.77978  -0.272
C: 0.50082 -0.91955 -0.11825  0.125
C: 1.86037 -0.80996 -0.03767  -0.480
S: 2.62992 -1.71340 -1.28737  0.370
C: 1.02803 -2.19018 -1.84421  0.273
N: 0.05672 -1.70569 -1.14424  -0.507
N: 0.77489 -3.03959 -2.86822  -0.602
C: 1.61177 -3.65262 -3.78900  0.241
C: 2.89711 -3.18749 -4.04844  -0.308
C: 3.68902 -3.83261 -4.98213  -0.007
C: 3.22350 -4.93369 -5.67691  -0.257
C: 1.93682 -5.37951 -5.42478  -0.177
C: 1.11639 -4.76434 -4.49498  -0.063
C: -0.27011 -5.28283 -4.24591  -0.643
H: -0.41186 -5.53219 -3.19425  0.221
H: -0.44321 -6.18073 -4.83255  0.230
H: -1.02262 -4.54651 -4.53241  0.215
H: 1.56454 -6.23606 -5.96672  0.215
H: 3.84914 -5.42967 -6.40048  0.229
Cl: 5.28152 -3.23480 -5.28208  0.009
H: 3.28305 -2.31737 -3.54624  0.232
H: -0.20230 -3.29232 -2.92558  0.418
H: 2.44384 -0.25324 0.66624  0.241
S: 0.18563 0.65826 2.12402  0.349
C: -2.69473 -0.93042 -0.19268  -0.655
H: -3.39330 -0.20239 -0.60007  0.225
H: -3.27262 -1.70021 0.31644  0.225
H: -2.10839 -1.37796 -0.98778  0.253
H: -2.87703 1.61650 3.83741  0.432
H: 0.56556 3.31320 5.30083  0.242
H: 0.77469 1.91054 4.24179  0.230
H: -0.04466 3.37634 2.30275  0.209
H: 1.51783 3.77520 2.99750  0.215
H: 0.40666 5.56022 4.37736  0.202
H: 0.42529 5.82831 2.63514  0.201
H: -1.69819 6.49013 3.65284  0.204
H: -1.97340 4.86236 4.24977  0.213
H: -3.24151 5.37442 2.14617  0.214
H: -1.71372 5.60467 1.29490  0.200
H: -2.15407 4.01356 1.92025  0.198


The following is a quantum chemistry calculation of a molecular structure, C21H21CoN2O7S2, from the Open Molecules 2025 dataset.

For the orbital gap, the calculation gives 8.9 eV. As for the calculated total energy: -3628.2141 a.u. The relative energy (zero: lowest compared OMol25 entry of this formula, charge and spin) comes out at 0.0 kcal per mole.

Each line ends with the natural charge from an NBO analysis.
CARTESIAN COORDINATES (ANGSTROEM)
Co: 0.31993 0.67224 -0.46374  1.264
C: 4.65386 -4.95545 1.72233  -0.634
C: 3.80064 -3.72021 1.76343  0.023
C: 3.81956 -2.81474 0.70524  -0.203
C: 3.00584 -1.69663 0.70379  -0.180
C: 2.16485 -1.47426 1.78638  -0.306
C: 2.14972 -2.34626 2.86808  -0.197
C: 2.96315 -3.46531 2.84617  -0.212
S: 1.08057 -0.08445 1.83647  2.281
O: 1.65152 0.93811 0.88049  -0.902
O: 0.94411 0.28369 3.20727  -0.892
N: -0.30882 -0.33908 1.05955  -0.869
C: -0.60145 -1.71686 0.66559  -0.366
C: 0.17168 -2.05278 -0.61210  0.771
O: 0.21854 -3.16595 -1.07698  -0.612
O: 0.78679 -1.01305 -1.13067  -0.731
H: 5.63697 -4.74131 1.30335  0.222
H: 4.18695 -5.71563 1.09276  0.232
H: 4.78724 -5.38049 2.71613  0.218
H: 4.47619 -2.99175 -0.13761  0.218
H: 3.01934 -1.00720 -0.12619  0.249
H: 1.51578 -2.13876 3.71976  0.241
H: 2.95146 -4.14851 3.68638  0.216
H: -1.67239 -1.82362 0.49130  0.227
H: -0.33839 -2.44084 1.43843  0.228
C: -7.08068 1.49970 1.14511  -0.633
C: -5.71403 1.66235 0.54169  0.016
C: -4.73162 0.69234 0.73467  -0.223
C: -3.46360 0.84860 0.20617  -0.101
C: -3.17329 1.98736 -0.53018  -0.393
C: -4.13156 2.96677 -0.73856  -0.151
C: -5.39697 2.79581 -0.20107  -0.222
S: -1.56048 2.21184 -1.18661  2.389
O: -1.59503 3.31887 -2.08562  -0.917
O: -1.12234 0.89617 -1.76406  -0.924
O: -0.61109 2.35190 -0.02565  -0.936
H: -7.32259 0.44896 1.29972  0.220
H: -7.84781 1.93926 0.50822  0.221
H: -7.13187 1.99789 2.11554  0.228
H: -4.96478 -0.19710 1.30724  0.214
H: -2.70135 0.10108 0.36984  0.222
H: -3.88554 3.84167 -1.32401  0.243
H: -6.15241 3.55436 -0.36636  0.216
C: 3.21703 2.73742 -3.57432  -0.141
C: 2.63852 1.51552 -3.87693  -0.253
C: 1.77499 0.93855 -2.96501  0.085
N: 1.49588 1.52732 -1.80035  -0.449
C: 2.04316 2.70896 -1.50418  0.070
C: 2.91267 3.34685 -2.36772  -0.240
H: 3.89414 3.21140 -4.27274  0.224
H: 2.84314 1.00863 -4.80890  0.231
H: 1.28961 -0.01163 -3.13789  0.249
H: 1.76151 3.13484 -0.55086  0.237
H: 3.33271 4.30340 -2.09280  0.230


The following is a quantum chemistry calculation of a single C4H4OS molecule at a distorted geometry, from the Open Molecules 2025 dataset.

As for the structure (SMILES): C1=CSC=CO1. For the orbital gap, the calculation gives 8.2 eV. As for the calculated total energy: -628.1294 a.u. The relative energy (zero: lowest compared OMol25 entry of this formula, charge and spin) comes out at 66.3 kcal per mole.

Each line ends with the natural charge from an NBO analysis.
CARTESIAN COORDINATES (ANGSTROEM)
C: -1.16189 -1.16906 0.02266  0.123
C: 0.17456 -1.45263 -0.02153  -0.423
C: 0.52636 1.26568 0.14007  -0.503
C: -0.87480 1.35242 -0.04503  0.100
H: -2.17370 -1.72184 0.48306  0.241
H: 0.70186 -2.34778 0.22389  0.240
H: 1.04977 2.24453 0.19804  0.248
H: -1.37382 2.33114 0.10216  0.213
O: -1.69226 0.16138 -0.10467  -0.545
S: 1.45928 -0.11097 -0.04668  0.304